No. 1
{"formula": "C18H55IO16", "method": "ωB97M-V/def2-TZVPD", "gap_ev": 9.23, "homo_energy_ev": -8.8, "energy_ev": -60410.3057, "species": ["I", "O", "O", "O", "O", "O", "O", "O", "O", "O", "O", "O", "O", "O", "O", "O", "O", "C", "C", "C", "C", "C", "C", "C", "C", "C", "C", "C", "C", "C", "C", "C", "C", "C", "C", "H", "H", "H", "H", "H", "H", "H", "H", "H", "H", "H", "H", "H", "H", "H", "H", "H", "H", "H", "H", "H", "H", "H", "H", "H", "H", "H", "H", "H", "H", "H", "H", "H", "H", "H", "H", "H", "H", "H", "H", "H", "H", "H", "H", "H", "H", "H", "H", "H", "H", "H", "H", "H", "H", "H"], "positions_angstrom": [[1.670, 2.575, -2.801], [-3.680, -0.653, -5.757], [-1.777, 0.320, -3.828], [-0.066, -0.407, -0.492], [4.574, 4.448, 0.878], [5.209, 1.158, -2.639], [-0.801, 3.667, 1.009], [-3.301, -2.740, 6.004], [-4.743, 0.744, 4.983], [-1.263, 1.967, -0.325], [-3.334, 2.388, -2.281], [3.446, -0.570, 0.824], [-1.607, 1.781, 1.865], [1.584, -6.557, -0.938], [4.481, -4.628, -0.758], [-7.578, -1.316, 5.951], [-2.643, 2.272, -3.541], [1.875, 2.243, 0.245], [-0.609, -0.231, -4.429], [-3.485, 0.882, 4.311], [1.884, 3.370, -0.804], [5.723, -5.297, -0.928], [-0.026, -1.656, 0.169], [4.333, 5.847, 0.938], [-2.702, 3.453, -1.587], [-8.655, -0.690, 5.269], [0.884, 4.521, -0.603], [-1.901, -2.613, 5.809], [-4.436, -1.684, -6.384], [-1.275, 2.414, 0.943], [-0.592, 4.210, -0.316], [6.076, 0.083, -2.958], [-1.265, 3.113, -1.194], [1.534, -6.213, 0.442], [4.377, -1.615, 0.557], [1.041, -5.250, 0.602], [-2.548, -0.059, -4.275], [6.922, 0.016, -2.267], [-1.664, -2.216, 4.818], [1.999, 1.252, -0.221], [-0.573, -1.316, -4.314], [-2.917, 1.641, 4.842], [-3.792, -2.393, -6.910], [-0.548, 0.021, -5.493], [4.628, 4.111, 1.778], [1.263, 5.173, 0.204], [6.463, 0.278, -3.956], [-3.685, -1.858, 5.951], [-2.154, 1.419, -3.472], [4.841, 1.008, -1.761], [3.099, -0.700, 1.712], [3.388, 6.079, 1.438], [-1.448, -1.971, 6.570], [0.922, -2.122, -0.098], [-8.460, -0.586, 4.198], [2.728, 2.382, 0.923], [-6.799, -0.759, 5.859], [4.280, 6.200, -0.090], [6.481, -4.684, -0.445], [-1.155, 5.151, -0.388], [-4.964, -2.210, -5.593], [5.553, -0.878, -2.972], [-0.064, -1.548, 1.258], [0.249, 0.203, -3.922], [-3.332, 3.639, -0.697], [-1.462, -3.605, 5.894], [-2.702, 4.367, -2.211], [-5.250, 0.087, 4.496], [-5.167, -1.273, -7.081], [2.568, -6.128, 0.769], [5.141, 6.379, 1.446], [-0.711, 2.878, -2.101], [-8.884, 0.295, 5.684], [0.863, 5.137, -1.520], [5.723, -6.285, -0.458], [-9.523, -1.332, 5.400], [-3.617, 1.197, 3.278], [2.899, 3.792, -0.808], [-0.842, -2.316, -0.144], [0.949, 2.197, 0.823], [1.038, -6.976, 1.047], [-2.929, -0.059, 4.327], [-3.210, -0.159, -6.436], [3.909, -2.599, 0.600], [3.794, -5.158, -1.180], [5.985, -5.409, -1.983], [4.745, -1.464, -0.456], [0.685, -6.634, -1.270], [-0.892, 0.043, -0.281], [5.225, -1.586, 1.248]], "forces_ev_per_angstrom": [[0.6, 0.0, -0.3], [0.2, 0.1, 0.0], [1.5, -4.3, -1.1], [0.0, -0.3, 0.0], [0.0, 0.0, 0.1], [0.0, 0.0, 0.1], [-0.1, 0.7, -0.1], [0.1, 0.1, -0.1], [0.0, -0.2, 0.0], [-0.5, 0.5, -0.2], [0.4, 0.5, 0.1], [0.1, 0.0, 0.0], [-0.6, -1.4, 2.0], [0.0, 0.0, 0.0], [-0.1, -0.2, -0.1], [0.1, 0.1, -0.1], [-1.8, 3.4, 0.6], [0.1, -0.4, -0.2], [0.4, 0.0, 0.1], [-0.2, -0.1, 0.0], [0.1, 0.1, 0.5], [0.0, 0.0, 0.0], [0.1, 0.1, -0.1], [0.0, 0.0, 0.0], [-0.2, 0.0, 0.0], [0.0, 0.0, 0.0], [-0.1, 0.1, -0.1], [-0.1, 0.1, 0.0], [0.0, 0.0, 0.1], [0.7, 1.0, -1.7], [0.0, -0.6, -0.4], [0.0, 0.0, 0.0], [-0.3, 0.5, -0.2], [0.1, 0.1, 0.0], [-0.1, 0.0, 0.1], [0.0, 0.0, 0.0], [-0.3, -0.1, 0.0], [0.0, 0.0, 0.0], [0.0, 0.0, 0.0], [0.0, 0.4, 0.3], [-0.1, 0.1, 0.0], [0.0, 0.0, 0.0], [0.0, 0.0, 0.0], [-0.1, 0.0, 0.1], [0.0, 0.0, -0.1], [-0.2, -0.2, -0.1], [0.0, 0.0, 0.0], [0.0, -0.1, 0.1], [0.1, 0.8, 0.5], [0.0, 0.0, 0.0], [0.0, 0.0, -0.1], [0.0, 0.0, 0.0], [0.0, 0.0, 0.0], [0.0, 0.0, 0.0], [0.0, 0.0, 0.0], [-0.3, 0.1, -0.1], [0.0, 0.0, 0.2], [0.0, 0.0, 0.0], [0.0, 0.0, 0.0], [0.1, -0.3, 0.2], [0.0, 0.0, 0.0], [0.0, 0.0, 0.0], [0.0, 0.0, 0.0], [0.0, -0.1, 0.0], [0.2, -0.1, -0.2], [-0.1, 0.0, 0.0], [0.1, -0.3, 0.2], [0.0, 0.1, -0.1], [0.0, 0.0, 0.0], [0.0, 0.0, 0.1], [0.0, 0.0, 0.0], [-0.2, 0.0, 0.4], [0.0, 0.0, 0.0], [0.2, -0.1, 0.4], [0.0, 0.0, 0.0], [0.0, 0.0, 0.0], [0.1, 0.0, 0.0], [-0.5, -0.1, -0.2], [0.0, 0.0, 0.0], [0.5, 0.0, -0.1], [0.0, 0.0, -0.1], [0.1, 0.0, 0.0], [-0.1, 0.0, 0.0], [0.0, 0.0, 0.0], [0.0, 0.1, 0.0], [0.0, 0.0, 0.0], [0.0, 0.0, 0.0], [0.1, 0.0, 0.0], [0.1, 0.0, -0.1], [0.0, 0.0, 0.0]], "mulliken_charge": [0.051, -0.469, -0.440, -0.091, -0.444, -0.435, -0.334, -0.480, -0.527, -0.157, -0.234, -0.389, -0.555, -0.512, -0.389, -0.463, -0.533, -0.678, -0.582, -0.241, -0.397, -0.611, -0.641, -0.623, -0.781, -0.537, -1.232, -0.436, -0.603, 0.201, 0.604, -0.576, 0.267, -0.384, -0.467, 0.119, 0.348, 0.254, 0.113, 0.222, 0.253, 0.270, 0.272, 0.280, 0.273, 0.302, 0.260, 0.305, 0.551, 0.260, 0.240, 0.269, 0.247, 0.151, 0.253, 0.244, 0.278, 0.241, 0.222, 0.490, 0.249, 0.226, 0.275, 0.106, 0.320, 0.258, 0.348, 0.277, 0.241, 0.199, 0.318, -0.052, 0.255, 0.339, 0.269, 0.230, 0.215, 0.745, 0.305, 0.135, 0.310, -0.017, 0.240, 0.218, 0.230, 0.284, 0.042, 0.289, 0.190, 0.355]}

No. 2
{"formula": "C18H55N11O8", "method": "ωB97M-V/def2-TZVPD", "gap_ev": [8.58, 2.49], "homo_energy_ev": [-10.8, -10.8], "charge": 1, "multiplicity": 2, "energy_ev": -52319.8286, "species": ["O", "O", "O", "O", "O", "O", "O", "O", "N", "N", "N", "N", "N", "N", "N", "N", "N", "N", "N", "C", "C", "C", "C", "C", "C", "C", "C", "C", "C", "C", "C", "C", "C", "C", "C", "C", "C", "H", "H", "H", "H", "H", "H", "H", "H", "H", "H", "H", "H", "H", "H", "H", "H", "H", "H", "H", "H", "H", "H", "H", "H", "H", "H", "H", "H", "H", "H", "H", "H", "H", "H", "H", "H", "H", "H", "H", "H", "H", "H", "H", "H", "H", "H", "H", "H", "H", "H", "H", "H", "H", "H", "H"], "positions_angstrom": [[-5.648, 3.817, 5.471], [-9.635, -0.946, 6.628], [-6.270, 1.298, 3.255], [-6.604, 6.145, 1.728], [-9.584, 2.868, 1.836], [0.690, 1.776, 7.347], [-12.137, 2.978, 7.077], [-8.196, 9.785, 4.817], [-7.245, 4.223, 2.646], [-7.225, 9.009, 3.020], [-7.544, 7.605, 4.663], [-1.824, 1.192, 8.273], [-5.476, -0.673, 3.778], [-5.091, 4.636, 2.495], [-7.472, -0.497, 6.724], [-4.972, 1.239, 4.976], [-8.747, 0.521, 5.288], [-15.374, 3.463, 8.963], [-11.414, 1.656, 4.811], [-13.456, 3.434, 7.425], [-14.769, 1.253, 8.140], [-7.710, 8.823, 4.232], [-6.030, 4.316, 6.674], [-8.860, 2.177, 0.787], [-5.576, 0.638, 3.969], [-11.264, 3.277, 8.184], [-14.207, 2.711, 8.627], [-10.297, 1.928, 2.619], [-7.199, 3.434, 7.123], [-8.681, -0.306, 6.251], [-0.210, 2.902, 7.464], [-11.031, 2.659, 3.812], [-2.702, 3.141, 7.316], [-1.593, 2.225, 7.273], [2.076, 2.250, 7.514], [-6.305, 5.079, 2.293], [-10.158, 3.764, 4.469], [-13.986, 0.677, 7.648], [-6.273, 5.334, 6.371], [-1.698, 1.668, 6.342], [-14.941, 0.545, 8.950], [-6.056, 4.382, 4.811], [-10.669, 4.336, 5.244], [-13.525, 2.544, 9.461], [-6.666, -0.149, 6.225], [-6.836, 2.425, 7.319], [-11.015, 1.310, 2.080], [-6.881, 8.183, 2.552], [-8.077, 3.597, 6.498], [2.230, 2.956, 8.331], [-7.767, 7.368, 5.619], [-11.961, 1.961, 5.602], [-0.136, 3.567, 6.604], [-12.046, 1.056, 4.301], [-4.313, 0.741, 5.557], [-7.582, 3.602, 8.130], [-5.207, 4.458, 7.374], [-5.818, -1.011, 2.890], [-11.091, 4.353, 8.182], [-9.266, 3.294, 4.884], [-8.143, 1.413, 1.088], [-4.425, 5.345, 2.223], [-9.719, 0.654, 5.047], [-9.874, 4.469, 3.689], [-15.594, 1.438, 7.452], [-4.820, 3.713, 2.802], [-13.455, 4.505, 7.626], [-7.944, 0.827, 4.758], [-0.037, 3.345, 8.445], [-5.345, 2.167, 5.121], [-1.824, 1.639, 9.178], [-11.923, 3.062, 3.331], [-0.915, 0.760, 8.363], [-16.103, 3.083, 8.376], [-14.031, 3.253, 6.517], [-15.654, 3.178, 9.891], [-2.678, 3.688, 8.259], [2.567, 2.759, 6.685], [-8.164, 4.504, 2.335], [-9.552, 1.475, 0.322], [-7.506, -1.430, 7.110], [-10.279, 2.810, 8.191], [-2.614, 3.886, 6.525], [-7.332, 9.903, 2.562], [-5.275, -1.349, 4.501], [-8.515, 2.831, -0.015], [-7.075, 3.270, 2.935], [-9.501, 1.265, 2.955], [-7.076, 6.875, 4.146], [-11.630, 2.884, 9.132], [2.679, 1.358, 7.682], [-3.667, 2.637, 7.263]], "forces_ev_per_angstrom": [[1.6, -1.1, -2.7], [-2.1, -0.8, 0.8], [-2.7, 2.3, -2.9], [0.7, -0.1, 0.9], [-0.2, -0.4, -0.7], [2.0, 2.2, 0.1], [0.1, -0.3, 1.5], [-0.5, -0.7, 1.2], [-2.5, -0.6, 0.9], [1.1, -0.4, -2.5], [0.0, -4.2, 2.6], [0.7, -0.4, 0.6], [0.3, -2.2, -0.2], [3.2, 0.8, 0.2], [1.8, -1.5, 1.7], [0.9, -1.1, 1.3], [-1.6, 3.4, -3.5], [-0.2, 0.6, 0.5], [-1.3, 0.3, -2.5], [-0.8, -0.6, 0.4], [2.4, 0.9, 0.3], [-0.5, 4.3, -0.5], [-1.6, 1.4, 1.4], [-1.4, -1.1, -0.5], [0.8, -0.7, 1.0], [0.5, 0.0, 0.1], [0.2, -2.6, -2.2], [1.0, 0.5, 0.7], [0.1, 0.8, 1.9], [0.8, -1.5, 1.4], [-0.8, -2.4, -1.5], [2.3, 0.2, 0.7], [-1.4, 2.2, 0.2], [0.8, -1.3, 0.7], [-0.2, -1.0, 0.0], [-1.6, 0.8, -1.9], [-0.6, -0.3, -1.0], [0.2, 0.2, -0.7], [-0.8, 0.5, 1.2], [1.0, 0.2, -0.5], [-0.9, 0.6, 0.3], [0.2, -0.3, -0.5], [-0.2, -0.3, 0.0], [-0.2, 0.3, 0.1], [0.0, -0.2, 0.2], [-0.1, -0.4, -1.1], [-0.2, 0.2, -0.5], [0.1, 0.5, -0.7], [0.3, -0.7, -0.3], [-0.5, -0.2, 0.5], [-0.1, 0.4, -0.2], [0.6, 0.8, 1.5], [0.7, 0.5, 0.2], [0.1, -1.3, 0.0], [0.0, 0.5, 0.1], [0.1, 0.9, 0.3], [0.0, -0.7, 0.1], [0.0, -0.1, 0.3], [-0.2, 0.1, 0.4], [0.1, 0.0, -0.1], [0.8, 0.8, 0.9], [0.6, -0.6, 0.1], [0.1, 0.5, -0.9], [0.1, -0.1, 0.1], [-0.1, -0.4, 0.2], [-0.2, 0.3, -0.1], [0.1, 0.1, 0.1], [-0.2, 0.3, -0.3], [-0.4, 0.4, -0.1], [0.6, 0.6, 0.7], [-0.7, 0.4, 0.5], [-0.5, 0.2, 0.3], [0.2, -1.0, -0.3], [-0.4, 0.5, -0.1], [-0.2, 0.1, 0.0], [-0.1, 0.3, 0.3], [-0.2, 0.2, 0.2], [-0.8, 0.0, -0.7], [0.1, -0.5, 0.2], [-0.6, 0.3, -0.5], [1.2, 0.0, 0.5], [0.0, -0.3, -1.2], [-0.3, 0.1, -0.1], [0.0, -0.4, 0.2], [0.3, 0.2, -0.3], [0.1, 0.3, 0.7], [0.1, -0.1, -0.2], [-0.3, -0.5, 0.7], [-0.1, 0.5, -0.2], [-0.5, 0.5, -0.1], [-0.1, 0.0, 0.2], [0.0, 0.0, -0.1]], "lowdin_spin": [0.000, 0.216, 0.000, 0.000, 0.003, 0.000, 0.001, 0.000, 0.000, 0.000, 0.000, 0.000, 0.000, 0.000, 0.021, 0.000, 0.132, 0.000, 0.444, 0.000, 0.000, 0.000, 0.000, 0.001, 0.000, 0.001, 0.000, 0.017, 0.000, 0.028, 0.000, 0.064, 0.000, 0.000, 0.000, 0.000, 0.005, 0.000, 0.000, 0.000, 0.000, 0.000, 0.000, 0.000, 0.000, 0.000, 0.000, 0.000, 0.000, 0.000, 0.000, 0.013, 0.000, 0.008, 0.000, 0.000, 0.000, 0.000, 0.000, 0.002, 0.000, 0.000, 0.002, 0.000, 0.000, 0.000, 0.000, 0.002, 0.000, 0.000, 0.000, 0.040, 0.000, 0.000, 0.000, 0.000, 0.000, 0.000, 0.000, 0.000, 0.001, 0.000, 0.000, 0.000, 0.000, 0.000, 0.000, 0.001, 0.000, 0.000, 0.000, 0.000]}